Here is a molecular structure, C31H54ClNO4OsP2Si2 from OMol25. Energies are from ωB97M-V/def2-TZVPD.

Last column: Mulliken charge in e.
Positions of all 96 atoms, in Å:
Os 0.939404 -0.670619 -0.182781  4.372
C 1.613399 -0.367416 -2.229988  -1.324
C 2.650934 0.004190 -1.327313  0.122
C 2.985437 -1.199594 -0.580149  -0.607
Si 3.303667 1.741749 -1.263240  0.172
C 2.141281 -2.254270 -1.023416  -0.559
C 1.260166 -1.736090 -2.058052  0.623
Si -0.067689 -2.532287 -3.086071  -0.055
H 1.124656 0.320081 -2.919729  0.481
H 3.760735 -1.259327 0.171237  0.545
H 2.147291 -3.279425 -0.678011  0.507
Cl -0.611294 -1.319568 3.992793  -0.335
C -0.272759 -1.573091 -4.677205  -1.189
C 0.387103 -4.314347 -3.414795  -1.074
C 2.973877 2.585521 -2.895824  -1.137
C 5.124457 1.703026 -0.849866  -1.193
H 1.158046 -4.307206 -4.195125  0.388
H -0.476920 -4.877200 -3.785249  0.358
H 0.796580 -4.825113 -2.538916  0.355
H -0.566299 -0.539923 -4.462006  0.298
H -1.031209 -2.034919 -5.317628  0.386
H 0.681724 -1.558511 -5.216458  0.354
H 5.647713 1.372245 -1.755487  0.371
H 5.372111 1.008571 -0.042304  0.359
H 5.486497 2.702701 -0.584884  0.356
H 3.444297 2.010205 -3.701594  0.346
H 3.382360 3.601243 -2.902565  0.397
H 1.892664 2.628629 -3.074229  0.258
C -1.645599 -2.359657 -2.059573  -0.875
C 2.263500 2.611366 0.058907  -0.900
P -1.280197 -2.463063 -0.274561  -0.521
H -2.398244 -3.098342 -2.371909  1.006
H -2.062120 -1.353168 -2.234947  0.264
P 1.795529 1.450514 1.382499  -0.939
H 1.330713 2.946784 -0.426497  0.275
H 2.784243 3.496683 0.450445  1.070
C 0.978504 2.489993 2.717334  0.875
C 3.438765 1.024149 2.227002  1.389
C -0.709710 -4.248949 -0.025185  1.316
C -2.954889 -2.490129 0.580329  0.864
C -3.256166 -1.166446 1.282619  -1.450
H -2.838073 -3.254924 1.367105  0.560
C -4.106365 -2.874806 -0.346983  -1.726
H -4.191933 -2.184994 -1.193263  0.299
H -5.041276 -2.817815 0.222843  0.488
H -4.014593 -3.888875 -0.748290  0.312
H -2.493165 -0.951978 2.045087  0.013
H -4.231372 -1.233057 1.789284  0.596
H -3.311338 -0.346361 0.557090  0.189
H 0.184165 -4.312826 -0.662782  -0.817
C -1.729951 -5.283255 -0.496852  -1.598
C -0.290375 -4.516592 1.425238  -1.252
H -1.997853 -5.191433 -1.555454  0.320
H -2.645949 -5.241013 0.103990  0.287
H -1.282086 -6.276166 -0.359008  0.472
H 0.636297 -4.000707 1.694534  0.216
H -0.122174 -5.594408 1.542157  0.476
H -1.056525 -4.203257 2.146465  0.234
H 4.012141 0.551458 1.416123  -0.777
C 3.263458 0.000400 3.355058  -1.258
C 4.205491 2.248148 2.727459  -1.643
H 4.439641 2.977985 1.944313  0.318
H 5.160552 1.894156 3.137941  0.480
H 3.663417 2.756915 3.533393  0.300
H 2.991989 -0.992256 2.983939  0.222
H 2.491190 0.300226 4.075250  0.247
H 4.218102 -0.090388 3.888381  0.472
C -0.530878 2.265533 2.770160  -1.476
C 1.296758 3.981408 2.605604  -1.652
H 1.395315 2.092298 3.658295  0.559
H 0.986798 4.397187 1.640589  0.286
H 2.361024 4.200889 2.737543  0.298
H 0.741051 4.511951 3.387912  0.490
H -0.999838 2.584411 1.832140  0.284
H -0.966586 2.866984 3.583690  0.612
H -0.759064 1.209353 2.977189  -0.024
C 0.635602 -1.275692 1.697402  0.045
H 1.298343 -2.012535 2.146709  0.194
H 0.656599 -0.345314 2.283427  -0.583
H -0.396514 -1.653893 1.686839  -0.920
O -0.422726 1.954995 -2.208874  -0.670
C -1.118135 1.609474 -1.243524  -0.724
O -0.897517 0.601708 -0.452925  -0.188
C -2.353453 2.423162 -0.890095  0.659
C -2.845361 3.414054 -1.774155  -0.748
C -3.948405 4.202320 -1.441734  -0.759
C -4.585145 4.026017 -0.198364  -0.016
C -4.117724 3.039516 0.687672  -0.928
C -3.015849 2.257850 0.345013  -0.092
N -5.658176 4.878091 0.211196  0.783
O -6.084521 5.777374 -0.544298  -0.467
O -6.138317 4.679791 1.353516  -0.434
H -2.356108 3.576234 -2.734856  0.480
H -4.346136 4.969220 -2.105743  0.469
H -4.623932 2.909927 1.641293  0.487
H -2.653075 1.514520 1.047750  0.655

Forces on atoms 1 to 2 (eV/Å):
-1.36 1.99 -0.74
0.69 0.37 -1.62

The LUMO energy (alpha / beta) comes out at 0.007 / -0.125 Ha. Its charge is 0. The calculation puts the relative energy (zero: lowest compared OMol25 entry of this formula, charge and spin) at 0.345 eV. Its expectation value of S² is 6.043. As for the gap between HOMO and LUMO (alpha / beta): 0.2471 / 0.1472 Ha. The spin multiplicity is 5.